{"formula": "C8H14O2", "method": "ωB97M-V with the def2-TZVPD basis set", "species": ["C", "C", "C", "C", "O", "O", "H", "H", "H", "H", "H", "H", "C", "C", "C", "C", "H", "H", "H", "H", "H", "H", "H", "H"], "xyz": [[-1.59112, 1.32886, -0.58943], [-0.82136, 0.04820, -0.86554], [-1.37190, -1.17694, -0.17353], [-2.11431, -1.15283, 0.93565], [-0.99855, -2.32753, -0.79345], [-0.30889, -0.09621, -2.00620], [-1.29520, -3.08530, -0.27457], [-1.57359, 1.58103, 0.46793], [-1.14290, 2.14016, -1.15917], [-2.62554, 1.20938, -0.90650], [-2.39379, -0.23227, 1.41464], [-2.38819, -2.06479, 1.44648], [1.61866, -1.06630, 0.52954], [1.90783, 0.99929, -0.92020], [1.17618, 0.34404, 0.23895], [1.00557, 1.23178, 1.24419], [2.68792, -1.09670, 0.74303], [1.06964, -1.47744, 1.37490], [1.26258, 0.57102, -1.78784], [1.77289, 2.07523, -0.98846], [2.97058, 0.76240, -0.92860], [1.43254, -1.68965, -0.34192], [0.97643, 0.91129, 2.27790], [0.74453, 2.26328, 1.06220]], "forces_ev_per_a": [[0.712, 0.255, 0.467], [-1.991, -0.453, -3.540], [0.629, -0.348, 0.609], [0.301, 0.120, -0.099], [0.105, 0.034, -0.026], [-1.067, -0.051, 2.434], [-0.045, 0.121, -0.032], [-0.123, 0.094, 0.006], [0.037, -0.007, 0.001], [-0.005, -0.164, -0.094], [0.049, 0.146, 0.008], [-0.222, -0.129, -0.136], [-0.572, -0.106, -0.176], [-2.470, -1.094, -2.318], [3.512, 2.005, 1.817], [-1.182, -1.104, 0.248], [-0.004, 0.093, -0.009], [0.038, -0.085, 0.068], [2.305, 0.769, 0.466], [0.034, 0.134, 0.314], [-0.149, -0.215, -0.047], [0.029, -0.157, -0.033], [-0.380, -0.076, 0.198], [0.459, 0.218, -0.127]], "lowdin_charge": [-0.021, -0.410, -0.358, 0.085, 0.052, 0.016, 0.116, 0.065, 0.092, 0.096, 0.061, 0.068, -0.058, -0.063, -0.452, 0.068, 0.089, 0.081, 0.085, 0.076, 0.085, 0.081, 0.075, 0.072], "largest_force_ev_per_a": 4.4, "gap_ev": 8.6039, "homo_energy_ha": -0.327, "smiles": "C=C(O)C(C)=O.C=C(C)C", "de_lowest_kcal_mol": 74.59}